ORCA calculation (ωB97M-V/def2-TZVPD) on a cluster of 9 separate species, C33H89N11O14 in total.

## Properties
Orbital gap, eV: 8.37
Energy above the lowest of the compared OMol25 structures with the same formula, charge and spin, kcal per mole: 83.1
Electronic energy, Eh: -2966.04858
Structure (SMILES): COCCNCCOC.COCCNCCOC.COCCNCCOC.COCCNCCOC.COCCNCCOC.NC(N)=O.NC(N)=O.NC(N)=O.O

The geometry in XYZ format:
```
147
Properties=species:S:1:pos:R:3:lowdin_charge:R:1
C 5.08603 8.89629 -8.48998 -0.11
O 5.65201 10.00876 -7.84982 -0.26
C 6.13392 9.67376 -6.54314 -0.15
C 6.50981 10.93664 -5.67656 -0.18
N 7.91631 11.19234 -5.52217 -0.10
C 8.25095 12.24627 -4.66599 -0.18
C 9.83834 12.17615 -4.32712 -0.17
O 10.05094 13.27924 -3.49782 -0.21
C 10.97362 14.24808 -3.87174 -0.13
H 4.92511 9.03248 -9.55940 0.08
H 4.07679 8.78938 -8.09238 0.08
H 5.64191 7.96673 -8.36741 0.09
H 6.97723 8.98669 -6.61293 0.12
H 5.31873 9.09871 -6.10396 0.11
H 5.98996 10.83870 -4.72353 0.11
H 6.13203 11.89473 -6.03355 0.10
H 8.30844 11.19345 -6.45294 0.10
H 7.69735 12.32148 -3.73006 0.12
H 8.08419 13.16442 -5.22928 0.12
H 10.39911 12.24933 -5.25893 0.09
H 10.31465 11.34379 -3.80905 0.12
H 11.01255 15.11955 -3.21820 0.08
H 10.70934 14.79948 -4.77408 0.08
H 11.94594 13.77110 -3.99503 0.09
C 2.23706 11.14899 -9.13222 -0.09
O 2.15040 10.95780 -10.53134 -0.17
C 1.06528 10.16407 -10.86956 -0.27
C 1.02808 10.02726 -12.32767 -0.23
N 0.77822 11.19997 -13.14944 -0.03
C 1.16793 10.89332 -14.52402 -0.20
C 0.21151 10.00960 -15.30899 -0.22
O -1.03353 10.66494 -15.59427 -0.21
C -1.68997 10.24477 -16.80713 -0.09
H 1.29506 11.53669 -8.74438 0.09
H 3.07023 11.76772 -8.79888 0.08
H 2.21491 10.18437 -8.62515 0.07
H 0.14863 10.48977 -10.37786 0.13
H 1.22554 9.14420 -10.51987 0.12
H 0.24345 9.31604 -12.58580 0.12
H 1.98017 9.55286 -12.56553 0.12
H -0.20362 11.43370 -13.11142 0.11
H 2.25390 10.80790 -14.48583 0.10
H 1.06848 11.77860 -15.15210 0.12
H -0.07875 9.05988 -14.85968 0.11
H 0.65896 9.71338 -16.25775 0.11
H -1.19094 10.70691 -17.65890 0.08
H -2.71996 10.60147 -16.80751 0.08
H -1.75538 9.16059 -16.89859 0.08
C 6.17963 6.71296 -12.03056 -0.12
O 5.80180 8.07335 -11.93429 -0.21
C 5.23964 8.53416 -13.13348 -0.22
C 4.96287 10.10223 -13.20777 -0.14
N 6.27399 10.82855 -13.26150 -0.03
C 6.08702 12.23440 -13.27682 -0.23
C 6.07498 12.84153 -14.68912 -0.25
O 7.41547 12.89409 -15.00465 -0.20
C 7.76424 13.69287 -16.18737 -0.07
H 7.06500 6.79352 -12.66122 0.08
H 5.54321 6.06370 -12.63185 0.09
H 6.61001 6.17348 -11.18685 0.08
H 4.32304 7.94532 -13.16832 0.11
H 5.75363 8.21715 -14.04090 0.12
H 4.48588 10.25789 -12.24011 0.10
H 4.27011 10.29380 -14.02721 0.10
H 6.93111 10.36466 -12.65069 0.10
H 6.82210 12.69096 -12.61401 0.10
H 5.09361 12.53370 -12.94269 0.11
H 5.69997 13.86496 -14.69728 0.12
H 5.52444 12.24632 -15.41764 0.12
H 7.47598 14.72605 -15.99355 0.08
H 7.39190 13.32636 -17.14399 0.08
H 8.83579 13.53100 -16.30425 0.08
C 4.54423 14.20941 -7.84105 -0.14
O 3.26878 14.39082 -7.30882 -0.20
C 3.09366 15.37480 -6.23096 -0.14
C 3.98854 15.05054 -4.98761 -0.23
N 3.54602 15.65700 -3.75696 -0.09
C 4.62033 15.68253 -2.75008 -0.18
C 4.17607 16.66140 -1.65056 -0.22
O 4.68564 17.96336 -1.93674 -0.18
C 4.65406 18.80698 -0.82188 -0.13
H 4.86972 15.13641 -8.31311 0.09
H 4.53606 13.50289 -8.67103 0.06
H 5.39411 13.99960 -7.19161 0.07
H 2.07255 15.57457 -5.90612 0.12
H 3.40782 16.31277 -6.68879 0.11
H 5.07412 15.12318 -5.05348 0.10
H 3.81688 13.97813 -4.89499 0.11
H 3.20154 16.59472 -3.90567 0.11
H 5.53150 16.00329 -3.25502 0.11
H 4.71254 14.69062 -2.30767 0.12
H 4.38610 16.18764 -0.69164 0.11
H 3.08952 16.69356 -1.57005 0.12
H 5.05501 19.82034 -0.84311 0.09
H 5.15403 18.20450 -0.06349 0.08
H 3.64583 18.94235 -0.43042 0.08
C 15.62107 4.28486 -8.89472 -0.11
O 14.37924 4.24641 -8.16216 -0.17
C 13.52683 5.39529 -8.39045 -0.20
C 12.14197 5.18814 -7.85388 -0.23
N 11.11802 6.09780 -8.30839 -0.09
C 10.83713 6.02069 -9.74853 -0.17
C 9.60874 6.90149 -10.11566 -0.21
O 9.99886 8.26780 -10.11336 -0.21
C 9.50734 8.97119 -11.32602 -0.03
H 16.20669 3.37590 -8.75710 0.08
H 16.33302 5.02073 -8.52093 0.08
H 15.63061 4.43027 -9.97493 0.08
H 13.44914 5.60128 -9.45799 0.11
H 13.92055 6.27923 -7.88872 0.13
H 12.23017 5.05922 -6.77513 0.13
H 11.80941 4.18471 -8.11966 0.12
H 10.26312 5.78026 -7.87432 0.12
H 10.43544 5.01677 -9.88591 0.11
H 11.70699 6.06171 -10.40409 0.12
H 8.80915 6.66605 -9.41328 0.12
H 9.20602 6.52393 -11.05554 0.10
H 8.46248 8.69750 -11.47251 0.06
H 9.97288 8.60840 -12.24240 0.09
H 9.65531 10.03821 -11.15964 0.09
C 7.63161 12.05049 -9.89749 -0.84
O 8.28211 12.73991 -10.63768 0.04
N 6.36950 11.86510 -9.97895 0.21
N 8.06985 11.39943 -8.94779 0.21
H 5.77508 12.49433 -10.49939 0.12
H 5.90525 11.29088 -9.28986 0.08
H 7.54324 10.54800 -8.81418 0.12
H 9.05187 11.49584 -8.73227 0.09
C 11.94522 9.38175 -6.79292 -0.76
O 12.48820 10.30463 -6.28823 0.04
N 11.63961 8.16535 -6.38800 0.17
N 11.61745 9.53113 -8.07879 0.17
H 11.56551 7.93971 -5.40632 0.12
H 11.72577 7.51822 -7.15864 0.04
H 11.13526 8.79476 -8.57411 0.06
H 11.66496 10.42482 -8.54695 0.09
C 11.55146 13.38431 -8.33719 -0.79
O 10.58954 12.62872 -8.20779 0.01
N 11.63671 14.40219 -9.07020 0.20
N 12.62386 13.18295 -7.63154 0.18
H 12.56560 14.79818 -9.04867 0.12
H 10.77012 14.79338 -9.41091 0.14
H 12.55339 12.52791 -6.86600 0.09
H 13.42044 13.76695 -7.84247 0.11
O 7.63773 15.44545 -10.77205 -0.07
H 7.67601 15.51929 -11.72563 0.02
H 8.06234 14.60962 -10.57884 -0.03
```